{"formula": "C25H39BClFIO7S2", "method": "ωB97M-V/def2-TZVPD", "max_force_ev_per_a": 2.444, "e_homo_ev": -5.79, "lumo_energy_ev": 1.92, "orbital_gap_ha": 0.2833, "charge": -1, "spin_multiplicity": 1, "species": ["C", "C", "B", "C", "C", "O", "C", "S", "C", "C", "C", "C", "C", "C", "C", "C", "C", "C", "C", "C", "C", "I", "C", "C", "C", "C", "S", "O", "O", "Cl", "O", "H", "H", "H", "H", "H", "H", "H", "H", "H", "H", "H", "H", "H", "H", "H", "H", "H", "H", "H", "H", "H", "H", "H", "H", "H", "H", "H", "H", "H", "H", "H", "H", "H", "H", "H", "H", "C", "C", "O", "C", "O", "O", "F", "H", "H", "H"], "xyz": [[5.2858, -0.1933, 2.3674], [4.4701, 0.6708, 2.1306], [3.2116, 1.5917, 1.6146], [3.7783, 2.9804, 1.0378], [4.0893, 4.0930, 0.6836], [2.2775, 1.7082, 2.7580], [0.9570, 1.4946, 2.3169], [0.3540, 3.1517, 1.7026], [0.2509, 1.1203, 3.6550], [-1.0484, 0.2836, 3.7090], [-2.1920, 0.5817, 2.7069], [-2.8815, -0.7084, 2.2352], [-4.4125, -0.5821, 2.0046], [-4.8546, -1.0219, 0.5998], [-4.4398, -0.0164, -0.4786], [-5.2760, 1.2684, -0.4270], [-4.6808, 2.3382, -1.3791], [1.1293, 0.4457, 1.1627], [0.2456, 0.6354, -0.1097], [1.0493, 0.8278, -1.3947], [0.1097, 0.7993, -2.6444], [-0.0240, 2.6794, -3.6567], [1.3544, -0.9767, 1.6974], [1.4733, -2.0955, 0.6455], [0.3990, -3.1663, 0.9373], [0.3030, -4.3434, -0.0448], [1.8351, -5.0791, -0.5950], [2.8298, -5.0450, 0.4277], [1.5378, -6.3775, -1.1258], [2.3974, -3.9271, -2.1947], [2.4278, 0.8149, 0.6564], [6.0892, -0.8387, 2.6321], [4.3630, 5.0720, 0.3719], [1.2092, 3.8763, 2.4349], [0.0129, 2.0646, 4.1429], [1.0016, 0.6311, 4.2753], [-0.8437, -0.7869, 3.7060], [-1.4800, 0.4739, 4.6973], [-2.9543, 1.1470, 3.2495], [-1.8914, 1.2094, 1.8737], [-2.4282, -1.0788, 1.3115], [-2.7399, -1.5091, 2.9650], [-4.7751, 0.4183, 2.2398], [-4.9129, -1.2624, 2.7009], [-4.3957, -1.9984, 0.4096], [-5.9354, -1.1949, 0.5829], [-4.4869, -0.4729, -1.4707], [-3.3951, 0.2533, -0.2900], [-6.3066, 1.0226, -0.6864], [-5.2193, 1.6646, 0.5859], [-4.0381, 1.8603, -2.1152], [-4.0713, 3.0275, -0.7973], [-5.4721, 2.8695, -1.9056], [-0.3856, -0.2560, -0.2326], [-0.4279, 1.4882, -0.0167], [1.5709, 1.7813, -1.3946], [1.8008, 0.0562, -1.5524], [-0.8840, 0.4885, -2.3279], [0.4513, 0.0560, -3.3640], [2.2744, -0.9549, 2.2789], [0.5615, -1.2681, 2.3940], [2.4724, -2.5216, 0.6842], [1.3144, -1.7478, -0.3728], [-0.5625, -2.6487, 0.8746], [0.5150, -3.5055, 1.9667], [-0.2928, -4.0812, -0.9189], [-0.2014, -5.1929, 0.4192], [3.8621, 0.0467, -4.8096], [3.5331, 1.4658, -4.4179], [2.7321, 1.8948, -5.5038], [2.1160, 0.8017, -6.0258], [1.2012, 0.8273, -6.7775], [2.7031, -0.3333, -5.5608], [4.6415, 2.2408, -4.3522], [4.7428, 0.0051, -5.4527], [4.0055, -0.6106, -3.9598], [2.9702, 1.5674, -3.4901]], "forces_ev_per_a": [[0.16, 0.38, 0.18], [-0.24, -0.20, -0.32], [0.62, -0.93, 0.61], [-0.49, 0.21, 0.04], [0.11, -0.09, -0.03], [-0.31, 0.32, -0.17], [0.99, -0.03, 1.44], [-0.60, -0.08, -0.50], [-0.91, -0.20, -0.33], [-0.06, 0.38, -0.08], [-0.19, -0.44, 0.60], [-0.52, 0.13, -0.26], [0.00, -0.70, -0.09], [0.24, 0.12, 0.09], [-0.19, -0.05, 0.55], [0.83, -0.05, -0.57], [-0.40, -0.49, 0.40], [1.85, 1.14, -1.11], [-0.31, -0.82, 0.50], [-0.51, 0.27, -1.10], [0.27, -0.55, 0.82], [-0.27, -0.14, 0.17], [-0.76, -0.21, 0.16], [-0.40, -0.16, 0.14], [0.45, 0.34, -0.34], [-0.23, 0.44, 0.32], [-0.10, -1.40, 0.46], [0.06, 0.75, -0.10], [-0.28, 0.35, -0.44], [0.00, 0.08, 0.22], [-0.14, 0.19, -0.26], [-0.08, -0.09, -0.04], [0.04, -0.03, -0.02], [0.07, -0.24, 0.05], [0.23, 0.11, -0.03], [0.04, -0.08, -0.11], [0.18, 0.00, -0.18], [0.15, -0.15, 0.08], [0.07, 0.21, -0.10], [0.17, -0.01, -0.19], [0.17, 0.06, -0.03], [0.17, 0.13, 0.11], [0.07, 0.07, -0.05], [-0.03, 0.18, 0.13], [0.00, 0.03, -0.08], [-0.03, 0.13, -0.07], [-0.04, 0.10, -0.04], [0.09, -0.01, -0.17], [-0.08, 0.12, 0.12], [-0.39, -0.05, 0.06], [0.04, 0.06, -0.17], [0.01, 0.17, -0.20], [0.13, 0.23, 0.02], [-0.14, 0.05, -0.01], [-0.05, -0.01, 0.10], [0.12, -0.05, 0.35], [0.05, -0.05, 0.30], [-0.21, 0.30, -0.26], [-0.01, 0.24, -0.20], [-0.01, 0.24, 0.05], [-0.04, 0.10, -0.07], [0.03, -0.08, -0.04], [0.09, 0.26, -0.08], [-0.10, -0.13, 0.14], [0.03, -0.22, -0.07], [0.31, -0.04, -0.22], [0.14, -0.12, -0.01], [0.04, -0.28, 0.06], [0.16, 0.15, -0.12], [-0.11, -0.13, 0.00], [0.06, 0.03, -0.08], [0.07, -0.02, -0.06], [0.02, 0.10, 0.09], [0.00, 0.04, -0.07], [0.01, 0.14, 0.01], [-0.17, -0.13, 0.05], [0.05, 0.10, 0.09]], "lowdin_charge": [0.043, 0.011, -0.938, 0.000, 0.053, -0.062, -0.633, 0.817, -0.152, -0.187, -0.181, -0.201, -0.205, -0.223, -0.230, -0.251, -0.096, -0.359, -0.139, -0.289, -0.615, 0.843, -0.075, -0.181, -0.209, -0.274, 0.333, -0.316, -0.360, 0.386, -0.031, -0.009, -0.003, -0.101, 0.094, 0.122, 0.080, 0.105, 0.103, 0.082, 0.085, 0.103, 0.091, 0.101, 0.104, 0.104, 0.111, 0.100, 0.102, 0.092, 0.060, 0.071, 0.062, 0.106, 0.068, 0.080, 0.101, 0.026, 0.033, 0.126, 0.094, 0.102, 0.084, 0.101, 0.120, 0.102, 0.105, -0.047, -0.325, 0.067, -0.595, 0.156, 0.058, 0.080, 0.142, 0.138, 0.140]}

***

{"formula": "C25H39BrN2O3PdSSi", "method": "ωB97M-V/def2-TZVPD", "max_force_ev_per_a": 0.702, "e_homo_ev": -8.77, "de_lowest_kj_mol": 0.0, "lumo_energy_ev": -0.93, "orbital_gap_ha": 0.2879, "charge": 0, "spin_multiplicity": 1, "species": ["Pd", "C", "C", "C", "C", "C", "C", "N", "N", "C", "C", "C", "C", "C", "C", "H", "H", "H", "H", "H", "H", "H", "H", "H", "C", "C", "C", "C", "Si", "Br", "C", "C", "C", "C", "C", "C", "C", "C", "H", "H", "H", "H", "H", "H", "H", "H", "H", "H", "H", "H", "H", "H", "H", "H", "H", "H", "H", "H", "H", "H", "H", "H", "H", "H", "H", "C", "S", "O", "O", "O", "H", "H", "H"], "xyz": [[-0.4409, 1.6082, 1.8417], [5.1223, 0.6575, 3.4778], [5.5369, 1.6885, 2.6457], [4.5969, 2.5242, 2.0686], [3.2414, 2.3134, 2.3102], [2.8187, 1.2890, 3.1576], [3.7718, 0.4662, 3.7344], [2.3836, 3.2148, 1.6372], [1.1886, 2.9447, 1.5461], [0.3329, 3.8157, 0.8324], [0.5631, 5.0488, 0.2444], [-0.5134, 5.5972, -0.4402], [-1.7348, 4.9294, -0.5241], [-1.9426, 3.6894, 0.0779], [-0.8778, 3.1397, 0.7637], [5.8544, 0.0045, 3.9358], [6.5902, 1.8415, 2.4509], [4.8846, 3.3401, 1.4185], [1.7821, 1.1298, 3.3933], [3.4515, -0.3303, 4.3941], [1.5186, 5.5496, 0.3166], [-0.4062, 6.5604, -0.9223], [-2.5448, 5.3928, -1.0752], [-2.8977, 3.1861, 0.0070], [-1.0341, 0.9074, -2.7093], [-1.6506, -0.4013, -2.1885], [-2.6890, 0.0100, -1.1335], [-2.3783, -1.0871, -3.3565], [-0.3192, -1.5625, -1.4337], [0.9832, -0.1569, -0.2331], [-1.0143, -2.8308, -0.1622], [-1.4688, -2.1436, 1.1352], [-2.2026, -3.6129, -0.7435], [0.0662, -3.8421, 0.2489], [0.8483, -2.3340, -2.7530], [1.1608, -1.3134, -3.8568], [0.2055, -3.5633, -3.4128], [2.1986, -2.7524, -2.1459], [-1.8239, 1.4968, -3.1885], [-0.2433, 0.7585, -3.4440], [-0.6259, 1.5045, -1.8933], [-3.3623, 0.7518, -1.5784], [-2.2289, 0.4644, -0.2523], [-3.3069, -0.8210, -0.7955], [-3.1771, -0.4290, -3.7153], [-2.8414, -2.0329, -3.0699], [-1.7135, -1.2778, -4.2019], [-2.2574, -1.4100, 0.9877], [-0.6417, -1.6424, 1.6434], [-1.8559, -2.9070, 1.8182], [-3.0599, -2.9740, -0.9578], [-2.5318, -4.3523, -0.0053], [-1.9441, -4.1565, -1.6553], [0.9570, -3.3479, 0.6444], [0.3654, -4.4963, -0.5700], [-0.3337, -4.4788, 1.0453], [0.2779, -1.0338, -4.4339], [1.8804, -1.7556, -4.5543], [1.6107, -0.4033, -3.4514], [-0.7720, -3.3477, -3.8510], [0.0875, -4.3918, -2.7136], [0.8571, -3.9121, -4.2215], [2.7243, -1.9023, -1.7093], [2.8296, -3.1581, -2.9447], [2.1042, -3.5206, -1.3810], [-2.1641, 1.6633, 4.8257], [-1.8555, 0.3076, 3.7244], [-2.3051, 0.7830, 2.3685], [-2.5661, -0.8267, 4.2205], [-0.3843, 0.1806, 3.6288], [-3.2326, 1.8678, 4.8153], [-1.6020, 2.5323, 4.4995], [-1.8502, 1.3490, 5.8195]], "forces_ev_per_a": [[-0.01, 0.11, 0.69], [0.07, 0.00, -0.01], [0.02, -0.01, 0.00], [-0.08, -0.03, 0.02], [-0.06, -0.14, 0.04], [0.28, 0.03, -0.05], [-0.08, -0.03, 0.05], [0.37, 0.28, 0.01], [-0.21, -0.35, -0.05], [-0.12, 0.09, -0.25], [-0.06, -0.03, 0.00], [0.08, 0.07, -0.01], [-0.08, -0.05, 0.00], [0.02, 0.07, -0.01], [-0.09, 0.09, -0.18], [-0.01, 0.01, -0.01], [-0.01, 0.00, 0.00], [0.00, -0.01, 0.01], [-0.27, 0.02, -0.03], [0.01, 0.02, -0.02], [-0.01, -0.01, -0.01], [0.01, -0.01, 0.01], [0.01, -0.01, 0.01], [0.00, -0.01, 0.00], [0.04, 0.07, -0.03], [0.04, 0.00, -0.01], [-0.03, -0.01, -0.02], [-0.02, -0.01, -0.02], [-0.32, -0.21, -0.07], [0.34, -0.03, 0.07], [0.12, 0.08, 0.01], [0.00, 0.03, -0.01], [0.00, -0.03, -0.04], [0.04, -0.01, -0.01], [0.02, 0.09, 0.07], [0.05, 0.04, -0.03], [-0.03, -0.04, 0.00], [0.00, -0.01, -0.06], [0.00, 0.00, 0.01], [-0.09, 0.02, 0.06], [-0.01, 0.02, -0.01], [0.01, 0.00, 0.01], [0.00, 0.00, -0.05], [0.01, -0.04, -0.01], [0.01, -0.01, 0.01], [0.01, -0.02, 0.02], [-0.08, 0.00, 0.06], [0.00, -0.03, 0.01], [-0.04, -0.07, -0.04], [0.00, 0.02, 0.00], [0.01, 0.02, -0.01], [0.01, 0.01, -0.01], [-0.01, 0.03, 0.01], [-0.02, 0.00, -0.01], [0.01, 0.00, -0.01], [0.00, 0.01, -0.02], [0.10, -0.03, 0.03], [0.00, 0.00, 0.01], [0.00, -0.05, -0.02], [0.04, 0.00, 0.02], [-0.01, 0.01, 0.00], [-0.01, 0.00, 0.01], [-0.01, -0.02, -0.01], [-0.02, 0.00, 0.01], [-0.01, 0.02, 0.00], [-0.08, -0.17, 0.07], [-0.09, 0.13, 0.02], [-0.01, 0.14, -0.03], [-0.02, -0.05, -0.07], [0.24, -0.05, -0.06], [0.02, -0.02, 0.00], [0.04, 0.03, -0.05], [0.00, 0.03, -0.02]], "lowdin_charge": [0.845, -0.077, -0.078, -0.025, -0.248, -0.022, -0.065, 0.119, -0.045, -0.292, -0.012, -0.084, -0.077, -0.078, -0.209, 0.105, 0.104, 0.112, 0.067, 0.111, 0.110, 0.103, 0.104, 0.104, -0.120, -0.622, -0.099, -0.088, 0.474, 0.545, -0.619, -0.125, -0.085, -0.104, -0.628, -0.109, -0.088, -0.118, 0.089, 0.056, 0.038, 0.089, 0.043, 0.071, 0.088, 0.070, 0.062, 0.051, 0.040, 0.096, 0.066, 0.089, 0.069, 0.078, 0.062, 0.089, 0.061, 0.088, 0.076, 0.070, 0.065, 0.088, 0.046, 0.086, 0.059, -0.142, 0.412, -0.434, -0.279, -0.422, 0.071, 0.053, 0.070]}